Entry 1:
Molecular formula: C13H84NO31
Method: DFT, ωB97M-V/def2-TZVPD

The geometry in XYZ format:
```
129
Properties=species:S:1:pos:R:3:forces:R:3
C 5.11717 0.10167 -0.12014 -0.5 -0.2 -0.1
C 4.47911 0.37935 -1.47267 0.1 0.0 -0.1
C 2.94624 0.32916 -1.47472 -0.2 0.1 0.3
O 2.40423 0.18096 -0.15439 0.0 -0.2 0.1
C 1.32993 -0.74029 -0.10992 0.3 0.0 -0.5
C 0.14596 -0.32416 -0.95147 -0.2 0.3 -0.2
C -0.62196 -1.53597 -1.43016 -0.2 -0.2 0.3
C -1.95376 -1.16209 -2.12321 -0.2 -0.3 -0.4
C -2.02101 -1.82916 -3.50131 0.4 0.1 0.3
C -3.18318 -1.57740 -1.31347 -0.1 0.5 -0.1
N -1.96735 0.31775 -2.36247 0.7 0.1 0.4
O -1.31148 0.68703 -3.39863 -0.2 -0.2 -0.4
C -1.79333 1.22914 -1.17316 -0.2 0.2 0.1
C -3.11056 1.56358 -0.48573 -0.1 -0.2 -0.1
C -1.16392 2.52654 -1.64135 -0.2 0.2 0.1
C -0.83163 0.55346 -0.19277 0.0 -0.3 0.0
H 4.73992 -0.85287 0.24327 0.1 -0.1 0.2
H 6.19817 0.05964 -0.20543 0.1 0.1 0.0
H 4.81563 0.85779 0.60046 0.1 0.1 0.1
H 4.84503 -0.36506 -2.17912 0.0 0.0 -0.1
H 4.80489 1.34313 -1.86101 0.0 0.1 0.0
H 2.59266 -0.49500 -2.09232 0.0 -0.1 -0.1
H 2.53322 1.23607 -1.91262 0.0 0.1 -0.1
H 1.66288 -1.73013 -0.46434 0.2 0.0 -0.1
H 1.01586 -0.87835 0.92092 0.1 0.2 0.3
H 0.48629 0.23498 -1.82120 0.3 0.0 -0.1
H -0.01110 -2.16754 -2.07572 0.1 0.0 -0.1
H -0.84340 -2.13495 -0.54715 -0.1 -0.2 0.0
H -1.05330 -1.76396 -3.98820 0.0 0.1 -0.2
H -2.25115 -2.88244 -3.36268 -0.1 -0.1 0.0
H -2.75979 -1.34592 -4.13439 -0.2 -0.1 0.0
H -4.01108 -0.91262 -1.55248 -0.1 0.0 0.0
H -3.02339 -1.53633 -0.23952 0.0 -0.1 0.1
H -3.51363 -2.56870 -1.60069 0.1 -0.2 0.2
H -3.75649 2.14699 -1.13973 -0.1 0.0 -0.1
H -3.64664 0.68299 -0.14748 0.0 0.0 0.0
H -2.88153 2.16410 0.39143 0.0 0.1 0.1
H -0.11414 2.39329 -1.88884 0.0 0.0 -0.2
H -1.70287 2.96916 -2.47374 0.1 0.0 -0.1
H -1.20386 3.21969 -0.80765 0.1 0.1 0.1
H -0.33201 1.33613 0.37684 0.1 0.0 0.1
H -1.36073 -0.11283 0.48630 -0.2 0.2 0.3
O -0.81699 -4.45772 -0.10521 0.0 -0.1 0.0
H -0.29132 -5.14907 -0.52210 0.0 0.0 0.0
H -1.69052 -4.84875 0.02159 0.0 0.0 0.0
O -6.09575 -2.38044 -0.41591 -0.1 -0.2 0.2
H -6.12392 -1.48058 -0.07423 0.0 0.1 -0.1
H -6.86740 -2.41605 -0.98952 0.0 0.0 0.0
O 1.83515 4.52198 -2.10939 0.2 0.0 0.0
H 1.46774 3.85716 -2.70121 -0.1 0.1 0.0
H 1.81821 4.11037 -1.23224 -0.3 0.1 0.0
O 0.60684 4.10480 0.49099 0.3 0.0 0.1
H 0.52070 5.06618 0.52932 -0.1 0.1 0.1
H 1.16659 3.88260 1.24713 0.0 0.0 0.0
O 0.47873 7.18557 -0.66294 0.1 -0.3 -0.1
H 0.89225 7.95278 -1.07479 0.0 0.1 0.1
H 0.69431 6.46541 -1.27470 -0.1 -0.1 -0.1
O 1.02583 -1.53243 3.61185 0.0 0.1 -0.1
H 1.39693 -0.73065 3.22418 -0.1 0.1 0.0
H 1.25794 -2.25325 3.01465 0.1 -0.1 0.2
O -0.85493 3.04504 -4.97699 0.2 0.1 -0.3
H -0.03553 3.12014 -5.47591 0.0 -0.1 0.0
H -0.75964 2.21532 -4.48499 -0.2 0.1 0.2
O 7.86711 1.84971 -0.41307 0.1 0.2 0.2
H 7.42125 2.29774 -1.13881 0.0 -0.1 -0.1
H 8.23683 2.56582 0.11591 0.0 0.0 0.0
O -1.33715 5.86196 -4.02767 0.0 0.1 -0.1
H -1.14138 5.08999 -4.57782 -0.1 -0.2 0.3
H -2.20286 6.15524 -4.32503 0.0 0.0 0.0
O -2.45647 -1.30769 2.33972 0.0 -0.1 0.0
H -3.11502 -1.43665 3.02908 0.0 0.0 0.0
H -1.75155 -1.92655 2.56357 0.1 0.1 0.0
O 9.85271 -0.11978 0.91546 0.0 0.0 0.1
H 9.49698 -0.43581 1.75182 0.0 0.0 0.0
H 9.18038 0.47470 0.56465 0.0 -0.1 -0.2
O -1.32310 -6.00942 2.27037 -0.1 -0.1 -0.1
H -1.06992 -5.82943 3.18436 -0.2 0.0 0.1
H -0.78337 -5.40728 1.74552 0.1 0.0 0.1
O 2.95856 3.17590 2.51805 -0.2 -0.1 -0.1
H 3.65818 3.08264 1.86429 0.0 0.1 0.0
H 2.94352 2.33384 2.98992 0.0 0.0 0.1
O 1.02588 5.17063 3.94319 -0.1 -0.2 -0.1
H 1.62604 4.55887 3.50471 0.3 0.0 0.0
H 0.19273 4.68545 4.00664 -0.1 0.1 0.1
O 1.45494 -4.99943 3.20403 0.1 0.2 -0.1
H 2.11938 -5.11937 2.51498 0.0 0.0 0.0
H 1.53426 -5.77360 3.76936 0.0 0.0 0.0
O 6.43893 0.02437 2.99330 0.1 0.0 -0.1
H 6.57371 0.17368 2.05072 -0.1 0.0 0.0
H 5.78830 -0.68322 3.03342 0.0 0.0 0.0
O -1.26367 3.56686 4.78946 0.1 -0.2 0.0
H -2.16048 3.29661 4.57090 0.0 0.0 0.0
H -1.13385 3.31462 5.70888 0.0 0.1 0.0
O -6.76941 -0.01118 -1.91621 -0.1 0.0 0.0
H -6.40804 -0.36865 -2.73253 0.0 0.0 0.0
H -6.99887 0.90284 -2.13194 0.2 0.1 0.0
O 1.42434 0.67296 -4.45847 -0.2 -0.1 0.0
H 1.91488 0.06549 -5.02288 0.0 0.0 0.0
H 0.61562 0.18743 -4.22390 0.1 0.2 0.0
O 2.05487 -1.54768 6.34845 0.0 0.2 0.0
H 2.70520 -0.86461 6.53388 0.1 0.0 0.0
H 1.86232 -1.47842 5.40082 -0.1 -0.1 0.0
O -2.25974 -5.83699 5.07592 0.2 0.0 -0.2
H -2.69055 -4.98188 5.17062 0.0 0.0 0.1
H -2.94454 -6.38702 4.67967 0.0 0.0 0.1
O -2.72538 -2.76895 -6.69261 0.0 0.0 -0.1
H -2.85372 -1.81667 -6.63336 0.0 0.0 0.0
H -2.14017 -2.95841 -5.95131 0.0 0.0 0.0
O -4.56036 -6.40206 6.67297 -0.2 0.2 0.1
H -5.22578 -6.49452 7.35968 0.0 0.0 0.0
H -3.84153 -6.99859 6.91677 0.0 0.0 -0.2
O -6.19912 2.70185 -2.93987 0.0 0.0 0.0
H -5.38022 2.49076 -3.40046 0.0 0.0 0.0
H -6.01410 3.51965 -2.46792 0.0 0.0 0.0
O 2.84973 -4.39892 0.01635 -0.1 0.0 0.0
H 3.20192 -4.70041 -0.82697 0.1 0.0 0.0
H 2.48015 -3.53020 -0.17407 0.0 0.0 0.0
O 1.65391 1.47954 4.71439 -0.1 0.1 -0.2
H 1.23735 1.17041 5.52652 0.1 -0.2 0.0
H 1.04922 2.15969 4.39046 0.0 0.0 0.0
O -0.25066 -1.14106 -6.33049 0.1 0.1 -0.1
H -0.51616 -1.58624 -7.14374 0.0 0.0 0.0
H -0.24730 -0.20085 -6.54525 0.0 0.0 0.1
O -3.21694 -8.93605 5.94540 0.1 -0.1 0.0
H -2.97298 -8.95197 5.01465 0.1 0.0 0.0
H -3.96959 -9.53164 6.01198 0.0 0.0 0.0
O -0.82431 9.71368 -1.53641 0.0 0.0 0.0
H -1.15906 9.01367 -2.10698 0.0 0.0 0.0
H -0.83094 9.30936 -0.66199 0.0 0.0 0.0
```
Forces are in eV/Å.

Results
**2S+1**: 2
**Frontier orbital gap (spin up / spin down)**: 8.46 / 9.80 eV
**HOMO level (spin up / spin down)**: -0.318 / -0.367 hartree
**E_tot**: -2932.8327 a.u.
**⟨S²⟩**: 0.75

Entry 2:
Molecular formula: C10H16N4O3Ta
Method: DFT, ωB97M-V/def2-TZVPD

The geometry in XYZ format:
```
34
Properties=species:S:1:pos:R:3:forces:R:3
Ta -1.91353 1.10167 -1.16530 0.3 1.0 -0.4
N -3.61493 -0.12535 -1.88540 0.0 -0.1 0.1
C -4.26977 -0.68632 -0.61518 0.1 0.2 -0.1
C -4.11653 0.27403 0.56438 0.0 0.1 0.0
O -4.78709 0.26954 1.52896 -0.1 0.1 0.0
N -3.05336 1.27773 0.35907 0.0 0.0 -0.1
C -3.16066 2.56122 1.06707 -0.2 -0.6 0.0
C -2.78593 3.69596 0.14372 -0.2 0.5 0.5
O -2.84765 4.81444 0.03584 0.0 0.0 -0.1
O -1.85065 2.88087 -1.16711 0.2 -1.5 -0.3
H -4.34166 0.33868 -2.44058 0.1 0.2 0.1
H -3.33181 -0.91375 -2.47978 0.0 0.0 0.0
H -3.82188 -1.65068 -0.37187 0.0 0.0 0.0
H -5.33323 -0.83590 -0.80123 0.0 -0.1 0.1
H -2.50106 2.62596 1.93813 0.0 0.0 0.0
H -4.18558 2.71429 1.42124 0.0 0.1 0.0
N -0.21555 0.06387 -0.90859 -0.2 0.2 0.1
C 0.86695 -0.39328 -0.64745 0.0 0.1 0.0
N 1.99227 -0.84313 -0.40963 0.2 0.0 -0.1
C 2.23499 -2.10342 0.43452 0.0 0.1 -0.1
C 3.12633 -1.73170 1.60453 0.0 0.0 0.0
C 4.33194 -0.86077 1.18500 0.0 -0.1 -0.1
C 4.48535 -0.77798 -0.33247 0.0 0.1 0.0
C 3.27634 -0.13940 -0.97990 -0.2 -0.2 0.1
H 2.70066 -2.79019 -0.27024 0.0 0.0 0.0
H 1.26166 -2.48902 0.72874 0.0 0.0 0.0
H 3.45267 -2.67802 2.03934 0.0 0.0 0.0
H 2.52743 -1.23105 2.36532 0.0 0.0 0.0
H 5.24661 -1.26646 1.60979 0.0 0.1 0.0
H 4.21386 0.14751 1.58469 0.0 0.0 0.0
H 4.69992 -1.74516 -0.78777 0.0 0.0 0.0
H 5.32665 -0.12883 -0.58699 0.0 0.0 0.0
H 3.22213 -0.28284 -2.05670 0.0 0.1 0.0
H 3.16512 0.90745 -0.70415 0.0 0.0 -0.1
```
Forces are in eV/Å.

Results
**Relative energy (zero: lowest compared OMol25 entry of this formula, charge and spin)**: 0.0000 eV
**Net charge**: +3
**Frontier orbital gap**: 6.88 eV
**HOMO level**: -0.734 hartree
**E_tot**: -891.3272 a.u.

Entry 3:
Molecular formula: C7H13N2O
Method: DFT, ωB97M-V/def2-TZVPD

The geometry in XYZ format:
```
23
Properties=species:S:1:pos:R:3:forces:R:3
C -2.35625 -0.99639 1.05750 2.3 1.1 -3.6
C -0.68456 -0.16760 -0.17643 -1.4 1.7 -1.3
C -3.24750 -0.13798 0.19355 -0.8 0.0 3.0
C -2.60189 0.99832 -0.53511 1.4 -1.4 0.1
C 3.19163 -0.50054 0.82418 -1.7 2.0 0.5
C 1.57874 -0.34143 -1.18320 -1.2 5.7 -0.2
C 2.51689 0.36680 -0.21486 0.6 1.4 -1.7
N -1.08207 -1.02390 0.75431 -0.5 -1.1 1.8
N -1.15165 0.78427 -0.80349 0.5 -0.4 0.7
O 1.91312 1.55306 0.33255 -0.2 -1.8 0.3
H -2.75387 -1.69143 1.73029 -0.3 -0.8 1.3
H -3.76652 -0.76791 -0.52229 -0.3 -0.3 0.3
H -3.93454 0.28088 0.96514 -0.3 -0.4 -0.9
H -3.01685 0.88340 -1.45982 -0.9 0.4 -2.8
H -2.84310 1.97333 -0.24303 0.2 1.4 0.9
H 2.43044 -0.85873 1.54137 0.4 -0.1 -0.3
H 3.69805 -1.25490 0.34656 1.0 -2.2 -0.9
H 3.91499 0.10822 1.32637 0.4 0.3 0.5
H 1.26455 0.42386 -2.02425 0.3 -1.8 1.7
H 0.51366 -0.38903 -0.57673 0.1 -0.3 0.3
H 1.66941 -1.29473 -1.49313 0.7 -3.3 -0.9
H 3.19558 0.86075 -0.99913 0.0 -1.1 1.1
H 1.55174 1.19169 1.15967 -0.1 0.8 0.1
```
Forces are in eV/Å.

Results
**Relative energy (zero: lowest compared OMol25 entry of this formula, charge and spin)**: 6.2108 eV
**Net charge**: +1
**Frontier orbital gap**: 8.97 eV
**HOMO level**: -0.537 hartree
**E_tot**: -458.8457 a.u.

Entry 4:
Molecular formula: C7H7N
Method: DFT, ωB97M-V/def2-TZVPD

The geometry in XYZ format:
```
15
Properties=species:S:1:pos:R:3:forces:R:3
C -1.29814 -1.91098 0.14237 3.7 -3.4 0.1
C -1.75197 -0.70655 0.07802 0.0 3.2 1.7
C -1.27036 0.49532 -0.68089 -1.1 -0.6 -1.5
C -0.02686 1.02157 -0.88259 -3.0 -1.1 -0.4
C 1.18262 0.68590 -0.20425 1.1 -1.6 2.1
C 1.67209 -0.35232 0.55833 -1.9 -0.1 -2.1
C 1.94375 1.84554 0.07283 1.9 5.4 1.6
N 2.43587 2.87306 0.41327 -1.5 -3.7 -1.4
H -0.28479 -2.31171 -0.23827 -2.0 1.0 -0.6
H -1.63389 -2.67080 0.83094 -0.7 0.2 0.2
H -2.43341 -0.43730 0.92889 -0.2 -0.2 -1.4
H -2.20531 0.88115 -1.25410 2.0 0.1 1.0
H -0.00680 1.93377 -1.44337 0.1 0.2 -0.4
H 2.35637 0.07642 1.26799 0.7 -1.2 0.3
H 1.32082 -1.42307 0.41083 0.7 1.7 0.8
```
Forces are in eV/Å.

Results
**SMILES**: C=C/C=C\C(=C)C#N
**Relative energy (zero: lowest compared OMol25 entry of this formula, charge and spin)**: 2.9806 eV
**Frontier orbital gap**: 8.95 eV
**HOMO level**: -0.346 hartree
**E_tot**: -325.5492 a.u.